1.
Density functional theory data (wB97M-V/def2-TZVPD) for a molecular structure, C30H34N3O9ReS3 at a distorted geometry.

Element x y z (Å)
Re  0.164  -0.251  0.647
O  -0.852  1.927  -2.606
C  -0.289  1.308  -1.733
O  -0.700  1.244  -0.480
C  0.944  0.495  -2.023
C  1.546  0.343  -3.255
C  2.647  -0.501  -3.355
C  3.088  -1.195  -2.233
C  2.404  -1.017  -1.048
N  1.379  -0.172  -0.953
C  2.653  -1.742  0.260
O  3.651  -2.375  0.452
O  1.682  -1.541  1.140
H  1.142  0.865  -4.110
H  3.141  -0.631  -4.308
H  3.923  -1.879  -2.267
C  -4.327  -1.597  3.081
C  -3.634  -0.230  3.151
C  -4.391  0.792  2.274
C  -3.532  0.264  4.602
C  -2.313  -0.321  2.560
N  -1.287  -0.303  2.035
H  -5.301  -1.514  3.562
H  -3.754  -2.378  3.575
H  -4.472  -1.903  2.046
H  -5.410  0.886  2.649
H  -4.429  0.460  1.237
H  -3.912  1.772  2.305
H  -4.539  0.369  5.002
H  -3.043  1.237  4.652
H  -2.982  -0.445  5.221
C  4.239  2.385  4.144
C  2.841  2.292  3.554
S  2.600  0.723  2.660
O  1.296  1.065  1.908
C  2.110  -0.363  4.041
C  0.869  0.106  4.785
H  4.338  3.322  4.688
H  4.996  2.370  3.361
H  4.444  1.567  4.834
H  2.678  3.059  2.798
H  2.062  2.381  4.308
H  2.987  -0.432  4.687
H  1.952  -1.330  3.565
H  1.116  0.804  5.582
H  0.377  -0.753  5.238
H  0.158  0.568  4.101
O  -1.312  -5.610  0.753
S  -2.118  -4.472  1.061
O  -2.795  -4.434  2.322
N  -1.213  -3.082  0.879
C  -1.538  -2.476  -0.214
O  -0.921  -1.408  -0.634
C  -2.686  -3.027  -0.966
C  -3.273  -2.522  -2.111
C  -4.438  -3.127  -2.562
C  -4.979  -4.218  -1.891
C  -4.363  -4.746  -0.758
C  -3.220  -4.125  -0.313
H  -2.830  -1.676  -2.616
H  -4.934  -2.744  -3.443
H  -5.893  -4.665  -2.258
H  -4.773  -5.606  -0.248
C  -3.853  1.596  -3.265
S  -3.271  1.326  -1.559
O  -4.163  0.274  -0.997
C  -3.881  2.903  -0.922
C  -2.993  3.959  -0.798
C  -3.464  5.187  -0.353
C  -4.804  5.335  -0.023
C  -5.680  4.264  -0.146
C  -5.220  3.035  -0.593
H  -4.897  1.898  -3.239
H  -3.728  0.665  -3.813
H  -3.223  2.375  -3.687
H  -1.952  3.808  -1.051
H  -2.782  6.021  -0.253
H  -5.167  6.284  0.348
H  -6.724  4.384  0.110
H  -5.884  2.185  -0.689

Results
Expectation value of S²: 0.7554
Orbital gap (alpha / beta): 5.439 / 5.832 eV
Multiplicity: 2
E_LUMO (alpha / beta): -5.2652 / -4.8785 eV
HOMO (alpha / beta): -10.70 / -10.71 eV
Total charge: +1

***

2.
Density functional theory data (wB97M-V/def2-TZVPD) for a molecular structure, C30H34N4OPdS2Si.

Element x y z (Å)
Pd  0.309  -0.941  -0.586
C  4.913  -0.671  1.657
C  4.788  -2.178  1.479
N  4.081  -2.573  0.259
C  4.902  -2.956  -0.885
C  5.346  -1.770  -1.730
C  2.731  -2.512  0.176
S  1.951  -2.917  -1.285
N  2.173  -2.066  1.350
C  0.882  -2.078  1.635
O  -0.089  -2.477  0.917
C  0.519  -1.507  2.982
C  1.455  -1.392  4.003
C  1.088  -0.863  5.232
C  -0.215  -0.431  5.442
C  -1.153  -0.539  4.422
C  -0.790  -1.083  3.200
H  5.434  -0.448  2.590
H  3.921  -0.222  1.698
H  5.473  -0.215  0.841
H  4.276  -2.608  2.336
H  5.778  -2.633  1.424
H  4.323  -3.642  -1.498
H  5.765  -3.500  -0.496
H  4.474  -1.194  -2.042
H  5.863  -2.118  -2.625
H  6.024  -1.113  -1.184
H  2.468  -1.726  3.820
H  1.819  -0.785  6.027
H  -0.501  -0.017  6.401
H  -2.170  -0.202  4.579
H  -1.512  -1.185  2.400
C  -4.616  0.311  1.929
C  -4.632  -1.046  1.646
C  -3.781  -1.561  0.675
C  -2.896  -0.741  -0.026
C  -2.903  0.624  0.267
C  -3.754  1.147  1.228
Si  -1.753  -1.516  -1.290
C  -2.342  -1.073  -3.006
C  -3.370  -1.879  -3.508
C  -3.991  -1.585  -4.713
C  -3.588  -0.479  -5.446
C  -2.560  0.323  -4.973
C  -1.944  0.028  -3.765
H  -5.273  0.718  2.687
H  -5.305  -1.705  2.181
H  -3.794  -2.627  0.478
H  -2.248  1.285  -0.291
H  -3.762  2.210  1.433
H  -1.913  -2.972  -1.108
H  -3.690  -2.755  -2.953
H  -4.786  -2.221  -5.082
H  -4.069  -0.248  -6.388
H  -2.228  1.177  -5.550
H  -1.130  0.652  -3.425
C  -0.439  3.590  1.727
C  -0.254  3.536  0.250
C  -0.498  4.558  -0.627
C  -0.270  4.315  -1.994
N  0.182  3.163  -2.465
C  0.431  2.168  -1.602
S  1.082  0.672  -2.070
N  0.185  2.378  -0.274
C  -0.561  5.374  -3.010
H  -0.725  4.590  2.041
H  0.484  3.308  2.237
H  -1.212  2.884  2.034
H  -0.856  5.513  -0.275
H  0.389  1.578  0.323
H  -0.650  6.360  -2.557
H  -1.503  5.133  -3.507
H  0.217  5.376  -3.770

Results
Orbital gap: 6.031 eV
E_LUMO: -0.7615 eV
HOMO: -6.79 eV
Total charge: 0

***

3.
Density functional theory data (wB97M-V/def2-TZVPD) for C30H34O6 in the gas phase at a distorted geometry.

Element x y z (Å)
C  3.332  2.523  3.550
C  3.054  1.058  3.424
O  1.692  0.972  2.926
C  1.379  -0.299  2.635
O  2.240  -1.178  2.742
C  -0.067  -0.647  2.236
C  -0.911  0.585  2.599
O  -0.657  1.734  2.311
O  -2.028  0.292  3.290
C  -3.035  1.342  3.356
C  -2.706  2.322  4.467
C  -0.537  -1.875  3.148
C  -0.556  -1.685  4.654
C  0.274  -3.124  2.826
C  -0.326  -0.869  0.726
C  0.130  0.099  -0.425
C  0.730  -0.450  -1.592
C  1.046  0.325  -2.704
C  0.711  1.698  -2.749
O  1.104  2.442  -3.824
C  0.800  3.857  -3.865
C  0.001  2.234  -1.646
C  -0.275  1.425  -0.538
C  -1.857  -1.129  0.581
C  -2.338  -2.414  0.935
C  -3.615  -2.541  1.454
C  -4.482  -1.451  1.315
O  -5.568  -1.409  2.193
C  -6.856  -1.412  1.627
C  -7.544  -2.630  1.570
C  -8.689  -2.685  0.786
C  -9.186  -1.549  0.144
C  -8.530  -0.328  0.311
C  -7.358  -0.232  1.068
C  -4.156  -0.364  0.504
C  -2.829  -0.227  0.111
H  4.332  2.670  3.962
H  3.318  3.035  2.588
H  2.635  3.021  4.222
H  3.726  0.584  2.700
H  3.136  0.538  4.394
H  -3.039  1.842  2.378
H  -3.984  0.815  3.512
H  -3.464  3.117  4.463
H  -2.718  1.818  5.440
H  -1.719  2.769  4.276
H  -1.580  -2.014  2.860
H  -1.175  -0.842  4.967
H  -1.004  -2.577  5.128
H  0.458  -1.609  5.058
H  0.260  -3.361  1.756
H  1.308  -2.935  3.147
H  -0.127  -3.970  3.405
H  0.165  -1.813  0.423
H  0.952  -1.515  -1.632
H  1.554  -0.091  -3.581
H  1.264  4.225  -4.781
H  -0.284  4.049  -3.911
H  1.226  4.382  -2.995
H  -0.308  3.277  -1.656
H  -0.875  1.859  0.252
H  -1.658  -3.265  0.946
H  -3.922  -3.425  2.006
H  -7.143  -3.514  2.091
H  -9.210  -3.629  0.687
H  -10.081  -1.605  -0.480
H  -8.921  0.579  -0.142
H  -6.809  0.715  1.198
H  -4.927  0.369  0.247
H  -2.581  0.593  -0.574

Results
Orbital gap: 8.890 eV
SMILES string: CCOC(=O)C(C(=O)OCC)(C(C)C)[C@H](c1ccc(OC)cc1)c1ccc(Oc2ccccc2)cc1
E_LUMO: 0.6881 eV
HOMO: -8.20 eV
Total charge: 0

***

Number 1: electronic energy -89189.649 eV. Number 2: electronic energy -72699.150 eV. Number 3: electronic energy -43944.905 eV.